# 1
# C7H23B2NO8PS

A cluster of 2 separate species, C7H23B2NO8PS in total at a distorted geometry (ωB97M-V with the def2-TZVPD basis set, the Open Molecules 2025 dataset).

```
43
Properties=species:S:1:pos:R:3:forces:R:3
C -1.503812 -0.561468 1.027453 0.23 0.12 1.56
N -1.072684 -0.730519 -0.441017 2.38 2.01 0.83
C -1.412390 0.599155 -1.078663 -0.98 -0.27 -1.48
B 0.421210 -0.992407 -0.378202 -1.34 -2.39 0.73
O 0.949503 -2.247009 0.213740 -2.36 1.73 -1.65
P 1.782390 0.251666 -1.022518 -1.35 -0.23 1.70
C 2.102416 0.694080 0.810433 1.39 -0.28 1.62
C 3.224663 1.860600 1.060221 -0.77 0.02 1.56
C 3.055892 3.206169 0.141005 2.66 -0.55 -0.38
S 1.375915 4.028857 0.228233 -3.03 4.90 4.47
O 0.381995 3.396402 1.231435 3.40 0.68 -4.32
O 1.582593 5.512564 0.693357 0.12 -5.27 -2.68
O 0.738671 4.139443 -1.382413 0.15 -1.90 2.66
O 1.304836 -0.205949 -2.634109 3.00 -2.61 -1.95
B 2.181403 -1.244349 -3.209607 0.01 0.12 -0.89
O 2.308474 -2.644760 -2.734737 0.73 3.54 1.16
O 3.000299 -0.902188 -4.425664 -0.38 0.08 2.95
H -2.221281 -1.424235 1.365284 0.73 1.25 -0.49
H -1.979806 0.514624 1.151183 0.88 -2.29 -0.15
H -0.542797 -0.567072 1.731365 -1.90 0.01 -1.22
H -1.211790 0.550320 -2.245249 -0.14 0.23 2.41
H -0.804497 1.456046 -0.561218 -1.31 -1.14 -0.94
H -2.589877 0.763259 -0.973629 2.69 -0.18 -0.03
H 0.177742 -2.890291 0.199628 1.13 1.01 0.32
H 3.157988 -0.169617 -1.251237 -0.65 0.50 0.17
H 1.316134 1.583463 -1.313304 0.58 -0.75 -0.09
H 1.068932 0.883423 1.368738 2.23 0.01 -1.27
H 2.537072 -0.296712 1.315935 -0.90 2.02 -1.02
H 3.114933 2.199402 2.197046 0.31 -0.55 -2.44
H 4.330819 1.419814 0.983120 -2.42 1.14 -0.28
H 3.406020 3.028980 -0.986485 -1.29 0.40 2.38
H 3.836943 3.999988 0.569676 -2.18 -1.41 -0.92
H 0.059926 3.390210 -1.444763 1.06 1.19 0.12
H 2.622776 -2.611970 -1.764019 -1.26 -0.28 -1.96
H 3.775342 -0.324614 -4.161961 -1.57 -0.90 -0.48
C -5.723118 -3.093932 1.656141 -0.86 -0.36 0.39
C -4.339291 -3.324705 2.288748 -1.51 0.39 -0.85
O -3.453927 -2.725645 1.509030 1.83 0.30 -0.19
H -5.790432 -3.524024 0.648852 0.23 0.09 0.12
H -6.495492 -3.573806 2.268431 -0.35 -0.08 0.06
H -5.972213 -2.027094 1.592649 0.25 -0.10 0.00
H -4.263714 -4.414669 2.426715 0.36 -0.70 -0.17
H -4.437769 -2.981430 3.330373 0.20 0.50 0.62
```
Positions in Å, forces in eV/Å.

Properties
Net charge   -1
Multiplicity   1
Total energy   -1726.3836 hartree
Maximum force   0.1419 hartree/bohr
HOMO-LUMO gap   0.173 hartree

---

# 2
# C43H45B2F4FeN5O5PS2Te

A structure of composition C43H45B2F4FeN5O5PS2Te at a distorted geometry (ωB97M-V with the def2-TZVPD basis set, the Open Molecules 2025 dataset).

```
109
Properties=species:S:1:pos:R:3:forces:R:3
Fe -0.837593 0.873968 -0.314467 0.43 4.21 0.42
C 2.636459 -0.004193 1.919950 -0.01 0.02 0.03
C 1.278837 0.101185 1.323563 0.94 0.98 -0.60
N 1.017177 0.673843 0.165714 0.19 -0.10 0.33
O 2.017034 1.323359 -0.481747 -0.47 -0.53 0.47
B 1.930392 2.772660 -0.261335 0.20 0.36 -0.06
F 1.993875 3.094342 1.072340 0.01 -0.05 -0.01
F 2.829849 3.397683 -1.061583 -0.07 -0.06 0.07
O 0.526854 3.321317 -0.770454 -1.17 -0.46 0.63
N -0.561744 2.704570 -0.435236 0.90 -2.30 -1.34
C -1.757997 3.341527 -1.065649 -0.36 0.10 -0.15
C -1.798479 4.820987 -0.769021 0.04 0.12 0.05
C -2.979824 2.576162 -0.559956 0.00 -0.16 -0.01
N -2.698042 1.376846 -0.254598 0.21 -0.08 -0.11
O -3.637294 0.558602 0.254101 0.18 0.15 -0.09
B -3.158486 -0.853105 0.216471 -0.08 -0.19 0.13
F -3.824450 -1.559745 1.176653 -0.08 0.03 0.10
F -3.257655 -1.390679 -1.049216 0.03 0.05 0.11
O -1.630764 -0.916270 0.506746 -1.18 -0.51 0.48
N -1.070721 0.050444 1.338017 2.73 -1.30 -0.08
C 0.105486 -0.469198 1.871032 -2.54 0.24 -0.12
C 0.061894 -1.538045 2.899836 -0.12 -0.31 -0.31
C -4.356936 3.131822 -0.491466 -0.05 0.06 0.02
H 3.393673 0.278362 1.194264 -0.01 -0.03 -0.04
H 2.817021 -1.024761 2.260775 0.00 0.00 -0.02
H 2.710508 0.661467 2.782279 -0.03 0.01 0.01
H -0.828869 5.259114 -0.990401 -0.02 0.00 -0.04
H -2.034638 4.990161 0.281054 -0.01 0.00 0.05
H -2.552985 5.295446 -1.393724 0.01 -0.04 0.01
H -0.966933 -1.721196 3.203148 -0.01 0.02 -0.07
H 0.639998 -1.236913 3.776882 0.07 0.13 -0.05
H 0.487678 -2.478766 2.539269 0.08 0.05 -0.05
H -4.382038 4.185171 -0.753014 -0.01 0.00 -0.02
H -4.760228 3.002574 0.513527 0.02 -0.01 0.02
H -5.005913 2.575427 -1.169861 0.01 0.00 0.01
C 0.494554 -8.106595 -2.943793 0.02 -0.04 -0.01
C 0.339408 -6.619064 -2.793922 0.01 0.03 -0.02
C -0.318544 -6.072640 -1.702531 -0.04 0.00 0.02
C -0.467690 -4.696911 -1.548419 0.10 -0.16 -0.11
C -1.209768 -4.171742 -0.349426 -0.04 -0.09 0.10
C 0.071353 -3.853835 -2.524868 0.06 0.18 0.26
Te -0.122821 -1.756566 -2.279859 -0.16 -0.44 -0.66
N -0.812864 0.977955 -2.250937 -0.12 0.04 0.20
C -1.222308 1.929584 -2.944126 0.10 0.06 0.10
O -1.648729 3.181440 -2.467816 -0.02 0.25 0.28
C -1.259619 1.945440 -4.433246 0.02 0.03 0.01
C -1.065504 3.125370 -5.144580 0.02 -0.01 -0.02
C -1.054784 3.104968 -6.530968 0.00 -0.01 0.01
C -1.251407 1.912396 -7.212536 0.00 0.01 -0.01
C -1.457644 0.736727 -6.504251 0.00 0.03 0.02
C -1.458905 0.752917 -5.118792 -0.05 -0.12 0.05
C 1.970853 -1.505358 -2.147051 -0.27 0.04 0.09
C 2.619967 -2.368061 -1.267225 0.25 0.09 -0.01
C 3.988305 -2.268332 -1.072574 -0.03 -0.05 -0.01
C 4.702616 -1.302988 -1.766509 0.08 0.03 0.01
C 4.049167 -0.451878 -2.641320 0.02 0.05 0.04
C 2.671878 -0.521043 -2.844493 0.15 -0.13 0.01
C 2.015845 0.457950 -3.771229 0.05 -0.03 -0.11
C 0.726619 -4.377181 -3.646364 -0.05 -0.12 0.08
C 1.331256 -3.524275 -4.725442 0.00 0.10 -0.16
C 0.851305 -5.757054 -3.755299 -0.06 -0.04 0.01
H 0.009617 -8.639312 -2.127444 -0.01 -0.01 0.02
H 1.548031 -8.390856 -2.952673 0.02 -0.01 0.00
H 0.056670 -8.453369 -3.880631 -0.01 -0.01 -0.02
H -0.731352 -6.731016 -0.946647 -0.02 -0.05 0.02
H -1.430074 -4.982132 0.344346 -0.04 -0.06 0.00
H -2.155556 -3.706017 -0.632626 0.01 0.03 -0.01
H -0.642270 -3.410175 0.187805 0.04 0.02 -0.06
H -0.909477 4.052061 -4.611599 0.00 0.03 0.00
H -0.890033 4.023062 -7.078801 0.00 0.02 -0.02
H -1.247168 1.899369 -8.294638 0.00 0.01 -0.01
H -1.621291 -0.194466 -7.030358 0.00 -0.01 0.00
H -1.619721 -0.157865 -4.555662 0.05 0.01 0.01
H 2.059747 -3.137581 -0.747713 -0.04 0.03 0.00
H 4.489168 -2.945457 -0.392978 0.04 -0.02 0.01
H 5.772079 -1.213024 -1.628317 0.03 0.00 0.00
H 4.613303 0.302537 -3.175125 0.04 0.02 -0.02
H 2.766644 0.990219 -4.353297 0.03 0.02 -0.01
H 1.439368 1.189372 -3.207702 -0.01 0.01 0.00
H 1.330280 -0.032503 -4.466344 -0.04 -0.03 0.07
H 0.803989 -2.579290 -4.869299 -0.03 -0.06 0.12
H 1.315739 -4.053419 -5.678409 0.08 -0.07 0.01
H 2.369392 -3.280474 -4.489933 0.03 0.04 0.02
H 1.357354 -6.169152 -4.622141 0.02 -0.02 -0.02
S -0.288800 5.072155 4.621020 0.00 0.19 0.03
P -0.410233 3.101614 4.680871 0.12 -0.19 0.09
S -0.826085 2.841667 2.764911 -0.25 0.07 -0.24
C -1.641550 2.431494 5.805408 -0.04 0.00 0.08
C -1.585300 2.774443 7.155809 0.04 0.02 -0.02
C -2.511139 2.249559 8.039250 -0.03 -0.03 0.00
C -3.492275 1.378720 7.578584 0.00 0.00 0.01
C -3.549661 1.037039 6.236831 0.01 0.01 0.00
C -2.624957 1.565289 5.345397 -0.01 -0.04 -0.03
C 1.141911 2.280748 5.094588 0.10 -0.03 0.11
C 2.342651 2.855025 4.681649 -0.04 0.02 -0.06
C 3.538048 2.191230 4.901746 0.01 0.02 0.01
C 3.542451 0.954146 5.533474 0.02 -0.01 0.04
C 2.350011 0.379653 5.947680 0.01 0.00 -0.03
C 1.149788 1.041855 5.730718 -0.05 -0.03 -0.01
H -0.822603 3.456917 7.511997 0.01 0.01 0.00
H -2.472234 2.518798 9.085910 0.00 0.01 0.02
H -4.216576 0.969681 8.270419 -0.01 0.00 0.01
H -4.315626 0.363098 5.878293 -0.01 -0.01 -0.01
H -2.670445 1.309872 4.293678 0.00 0.01 -0.03
H 2.330181 3.812801 4.177058 0.00 0.01 0.00
H 4.467431 2.638601 4.576676 0.02 0.01 -0.01
H 4.478310 0.440040 5.708310 0.02 -0.01 0.00
H 2.353316 -0.580923 6.445454 0.00 -0.02 0.02
H 0.221264 0.590572 6.058140 -0.02 0.01 0.02
```
Positions in Å, forces in eV/Å.

Properties
Net charge   0
Multiplicity   2
Total energy   -5434.2955 hartree
ΔE to the lowest compared entry with this formula, charge and spin   302.3 kJ/mol
Maximum force   0.0827 hartree/bohr
HOMO-LUMO gap (alpha / beta)   0.165 / 0.166 hartree

---

# 3
# C21H62N8O24S6

A cluster of 14 separate species, C21H62N8O24S6 in total at a distorted geometry (ωB97M-V with the def2-TZVPD basis set, the Open Molecules 2025 dataset).

```
121
Properties=species:S:1:pos:R:3:forces:R:3
C 0.387342 -5.712361 -2.776626 -0.34 0.49 -0.04
N 0.149889 -6.899178 -3.657395 1.58 -0.18 1.25
O 1.101500 -7.363821 -4.248693 0.53 0.34 -0.48
O -0.912311 -7.432146 -3.597568 -1.91 -0.32 -0.08
H 1.198099 -5.142656 -3.204484 0.13 0.18 -0.20
H 0.669509 -6.015911 -1.758696 -0.23 -0.38 -0.52
H -0.534782 -5.127964 -2.727700 0.29 -0.22 -0.03
C -3.226773 -1.656074 -2.379471 1.58 -1.27 2.49
N -2.372445 -2.907389 -2.035201 -0.35 0.68 0.33
O -1.446961 -3.083221 -2.788918 0.39 -0.19 -0.36
O -2.601548 -3.600920 -1.059002 -0.30 0.48 -0.31
H -2.573539 -0.836895 -2.031903 -0.49 -0.19 -0.58
H -4.087898 -1.729998 -1.734113 -0.47 0.11 -0.26
H -3.337221 -1.788688 -3.414928 -0.51 0.52 -1.24
C -0.445856 4.991225 -1.723849 -0.39 0.05 -0.56
N 0.819314 4.491353 -2.311036 0.83 0.25 2.46
O 0.804004 3.788699 -3.272930 -0.16 -0.41 -1.19
O 1.825167 4.734889 -1.644298 -0.11 0.10 -0.46
H -0.446910 6.059070 -1.660862 0.37 0.71 -0.32
H -0.523407 4.662233 -0.695754 -0.03 -0.61 -0.11
H -1.204481 4.664726 -2.416716 -0.50 -0.20 0.29
C 0.245427 -0.422760 7.024997 -0.55 -0.43 -1.24
N 0.000353 -1.236088 5.766738 0.15 0.69 0.69
O -0.596632 -0.700424 4.847176 -0.08 -0.15 0.05
O 0.439539 -2.353455 5.748444 0.11 -0.71 -0.27
H 0.696919 0.483969 6.687307 0.23 0.67 -0.01
H 0.927398 -0.989836 7.628335 -0.13 -0.25 0.46
H -0.740184 -0.189099 7.421203 0.20 -0.14 0.29
C 4.328221 -1.298609 -4.905428 1.22 0.61 1.12
N 3.903893 -0.168237 -3.972322 -0.03 -2.16 -1.21
O 2.878129 0.360429 -4.307626 -0.48 1.26 0.02
O 4.522954 0.021801 -2.960709 0.40 0.53 0.73
H 5.211763 -1.788010 -4.437845 -0.77 0.42 -0.57
H 4.571858 -0.782363 -5.820726 -0.04 -0.17 -0.43
H 3.490383 -1.981963 -4.939574 0.06 0.14 -0.30
C -1.159140 1.713383 -5.372717 -0.47 0.38 -1.25
N -2.072127 2.063664 -4.264955 1.97 3.12 -0.66
O -2.572460 1.218359 -3.615844 -1.34 -2.14 1.28
O -2.155142 3.268971 -4.045940 -0.54 -0.55 0.06
H -0.289051 1.187924 -4.999686 -0.03 -0.13 0.20
H -0.887093 2.666762 -5.851190 0.01 -0.59 0.28
H -1.756267 1.106903 -6.064826 0.39 -0.06 0.19
C -3.661922 4.833509 2.672612 0.12 -1.02 1.17
N -2.683763 3.832342 2.193019 0.72 0.12 -0.95
O -1.822059 4.217492 1.423051 0.07 0.15 0.10
O -2.761372 2.694439 2.590096 -0.16 -0.38 0.29
H -3.013245 5.464131 3.298383 -0.66 0.12 -0.09
H -4.340737 4.182595 3.287496 0.19 1.31 -0.66
H -4.057376 5.381089 1.813866 -0.07 -0.22 0.26
C -3.705304 3.190416 -0.861114 -2.32 -1.29 -0.84
N -4.283255 4.420420 -1.451359 0.01 0.01 -1.28
O -5.024849 4.377569 -2.426002 0.53 -0.54 0.95
O -3.941729 5.442412 -0.917835 0.20 1.24 0.70
H -3.871208 2.403021 -1.613088 0.54 0.25 0.43
H -4.374206 2.982248 -0.021204 0.13 -0.10 0.05
H -2.718222 3.321883 -0.502287 0.91 0.29 -0.11
C 3.720429 4.274655 1.347941 -0.58 -1.13 -0.08
S 3.746763 2.486819 1.731303 -0.99 -0.68 -0.50
O 2.571802 2.215112 2.674207 1.13 0.70 -0.66
C 3.092961 1.893239 0.088824 1.46 0.70 1.00
H 4.410169 4.589903 0.589761 0.47 -0.28 -0.53
H 3.973010 4.778982 2.251663 -0.09 0.40 0.76
H 2.709663 4.437974 1.007996 -0.34 0.49 0.08
H 2.840697 0.843893 0.184213 -0.41 0.07 0.05
H 3.866125 1.999583 -0.645607 0.78 -0.14 -0.35
H 2.368114 2.613000 -0.218067 -1.21 -0.03 -0.02
C 0.267793 2.291026 4.576324 -0.46 -0.85 -0.07
S 0.269486 3.382626 5.979167 1.22 -0.50 1.64
O 0.597888 2.552941 7.229504 -0.31 1.00 -1.54
C 1.814518 4.347704 5.536956 -1.39 -1.63 -0.16
H 1.155405 1.680750 4.428974 0.38 0.26 0.40
H 0.175455 2.909915 3.695447 -0.25 0.20 -0.33
H -0.565426 1.570487 4.679319 0.14 0.71 -0.04
H 2.412184 3.704070 4.909842 0.46 -0.23 0.07
H 2.277256 4.630463 6.463700 0.13 0.32 0.22
H 1.422870 5.124881 4.922073 0.03 1.04 -0.20
C -0.304904 -3.028335 1.211407 -0.38 -1.39 -0.19
S 0.172890 -4.806415 0.719802 0.47 0.78 1.96
O 1.497731 -5.077464 1.414035 -1.20 0.19 -0.85
C -1.163703 -5.612752 1.710381 0.80 0.26 -1.34
H -1.307240 -2.772175 0.818706 0.52 -0.38 0.38
H 0.397220 -2.435723 0.668047 0.64 0.46 -0.21
H -0.203598 -2.901942 2.303160 -0.08 -0.18 -0.47
H -0.921938 -5.550714 2.754074 -0.04 0.47 0.50
H -1.219894 -6.668493 1.444678 -0.10 0.15 -0.23
H -2.011104 -5.030199 1.352967 -0.45 -0.37 0.47
C 5.922147 -3.446553 -1.905930 -1.92 0.51 -0.36
S 4.067519 -3.788605 -1.980166 1.21 -0.56 0.67
O 3.640145 -3.305132 -3.321175 -0.21 -0.50 0.00
C 4.059711 -5.652191 -2.032874 0.08 0.60 0.37
H 6.002704 -2.332337 -1.931859 0.05 -1.00 -0.19
H 6.359505 -3.980696 -2.731487 0.30 0.16 -0.47
H 6.288846 -3.837726 -0.988998 0.33 -0.25 0.91
H 4.791265 -6.142276 -1.361798 -0.71 0.54 0.12
H 4.299807 -5.992839 -3.014953 0.26 0.13 -0.99
H 3.008989 -5.924291 -1.869618 0.51 -0.06 0.41
C -3.548164 -1.833144 2.185206 -1.11 -0.38 0.93
S -5.304104 -1.266084 2.076644 0.71 0.54 0.64
O -5.755729 -1.027397 3.499587 0.41 -0.09 -1.26
C -4.910234 0.419036 1.369618 -0.18 -0.79 -0.92
H -3.501585 -2.856642 2.545018 -0.56 -0.36 -0.15
H -3.078738 -1.301246 3.003325 0.31 0.75 -0.27
H -3.085351 -1.812500 1.224862 0.41 0.51 -0.58
H -5.878548 0.946136 1.368208 0.48 -0.10 0.14
H -4.488448 0.399105 0.314441 -0.56 -0.34 1.30
H -4.168664 0.856437 2.023178 -0.04 0.28 0.20
O -0.330640 2.091515 -0.682716 -0.74 -1.70 1.25
S -0.646805 0.816100 -0.017112 2.11 -0.04 -1.72
O -2.010768 0.348695 0.001199 0.36 0.36 0.18
O 0.237594 -0.361037 -0.794778 -0.72 1.79 1.29
C 0.528141 -0.070114 -2.196962 -0.42 0.79 1.06
C 1.299908 -1.241056 -2.628436 1.10 -1.46 -0.79
C 0.140011 0.662264 1.574528 -0.24 0.51 -0.78
H 1.097568 0.885083 -2.277522 -0.56 -0.65 -0.03
H -0.467097 0.006659 -2.631506 0.18 0.13 -0.69
H 0.944725 -2.180294 -2.179294 -0.24 0.36 -0.23
H 2.365442 -1.184534 -2.340096 -0.58 0.16 -0.12
H 1.236965 -1.337290 -3.721960 0.14 -0.13 0.36
H 0.317565 -0.377621 1.768723 -0.23 -0.49 0.17
H -0.528754 1.132097 2.253331 -0.84 0.03 0.76
H 1.062268 1.224814 1.660275 0.18 0.08 -0.49
```
Positions in Å, forces in eV/Å.

Properties
Net charge   0
Multiplicity   1
Total energy   -5469.2942 hartree
Maximum force   0.0730 hartree/bohr
HOMO-LUMO gap   0.313 hartree